{
  "formula": "C25H45F2N2O7",
  "method": "ωB97M-V/def2-TZVPD",
  "total_energy_ha": -1815.165542,
  "total_charge": 1,
  "homo_lumo_gap_ev": 8.78,
  "spin_multiplicity": 1,
  "fmax_ev_per_a": 0.956,
  "symbols": ["C", "C", "C", "C", "O", "N", "C", "C", "C", "N", "C", "C", "C", "C", "O", "O", "C", "F", "C", "C", "C", "C", "C", "C", "C", "C", "C", "F", "H", "H", "H", "H", "H", "H", "H", "H", "H", "H", "H", "H", "H", "H", "H", "H", "H", "H", "H", "H", "H", "H", "H", "H", "H", "H", "H", "H", "H", "H", "H", "H", "H", "C", "C", "O", "O", "H", "H", "H", "H", "H", "H", "C", "C", "O", "O", "H", "H", "H", "H", "H", "H"],
  "coordinates": [[-3.703821, -1.868352, -2.799139], [-3.154607, -3.172762, -3.404496], [-1.677563, -3.474406, -3.098785], [-1.327314, -3.332853, -1.626351], [0.098360, -3.298589, -1.345950], [0.756326, -2.244218, -1.995164], [2.145231, -2.033759, -1.352794], [2.149560, -2.308371, 0.144172], [3.055574, -1.394671, 0.996260], [2.252898, -0.473979, 1.818688], [2.193309, 0.914357, 1.292731], [0.817354, 1.581436, 1.474666], [2.751036, -0.432623, 3.172295], [1.713715, -0.206374, 4.235917], [3.921895, -0.587324, 3.425870], [2.452779, -0.712808, -1.747173], [1.383753, -0.103054, -2.407105], [1.460763, -0.459871, -3.760941], [1.393113, 1.384345, -2.253721], [0.220999, 2.099700, -2.966972], [-0.794523, 2.631356, -1.989997], [-1.908702, 1.882542, -1.642346], [-2.808955, 2.332524, -0.689362], [-2.599550, 3.554222, -0.077193], [-1.506223, 4.326155, -0.435888], [-0.611554, 3.869164, -1.388611], [0.149341, -0.872615, -1.929079], [-0.200353, -0.612499, -0.657438], [-2.917861, -1.220796, -2.402196], [-4.376185, -2.063425, -1.963924], [-4.247707, -1.282107, -3.536280], [-3.752489, -4.019456, -3.067208], [-3.251458, -3.117717, -4.487743], [-1.049765, -2.855291, -3.750253], [-1.470034, -4.506389, -3.388717], [-1.644259, -4.227497, -1.092225], [-1.805319, -2.486417, -1.132933], [0.874653, -2.512177, -2.975268], [2.815122, -2.728948, -1.857329], [2.472935, -3.342983, 0.255926], [1.151221, -2.241278, 0.570064], [3.593603, -2.047149, 1.678242], [3.800888, -0.876124, 0.391758], [2.954209, 1.524983, 1.789671], [2.481111, 0.885329, 0.245093], [0.110245, 0.853830, 1.868751], [0.404185, 1.944912, 0.532362], [0.866386, 2.429013, 2.154972], [2.162783, 0.327853, 5.071337], [0.859526, 0.351637, 3.860273], [1.359211, -1.176982, 4.585047], [2.349902, 1.730197, -2.649188], [1.378655, 1.624456, -1.193828], [0.645040, 2.927115, -3.534399], [-0.262279, 1.445525, -3.694296], [-2.098692, 0.932062, -2.130239], [-3.663819, 1.721018, -0.435393], [-3.296649, 3.903169, 0.672467], [-1.348030, 5.291209, 0.025337], [0.239095, 4.478672, -1.669503], [-0.670251, -0.781180, -2.639518], [5.849865, -1.046040, 6.148325], [6.860081, -0.276155, 5.329314], [8.130717, -0.257800, 5.981559], [5.718621, -0.491160, 7.447582], [4.873689, -1.008621, 5.670581], [6.163044, -2.097455, 6.226988], [6.555245, 0.766727, 5.250259], [6.943088, -0.696661, 4.322605], [8.506467, -1.142813, 5.938500], [6.606863, -0.241914, 7.730788], [-7.397669, 2.393541, -2.049921], [-6.978014, 1.055163, -1.485244], [-6.218839, 1.226700, -0.284335], [-6.269370, 3.209260, -2.317499], [-7.930847, 2.255964, -2.990513], [-8.068981, 2.900743, -1.344232], [-6.311068, 0.553977, -2.187333], [-7.846509, 0.415572, -1.304530], [-6.818581, 1.522567, 0.408558], [-5.654617, 3.086667, -1.584411]],
  "forces_ev_per_a": [[0.07, -0.03, 0.12], [0.07, 0.19, 0.09], [0.00, -0.22, -0.07], [-0.36, -0.13, -0.06], [0.09, 0.22, -0.10], [-0.12, -0.52, 0.79], [0.23, -0.25, -0.18], [-0.09, 0.11, 0.12], [-0.10, -0.09, 0.04], [0.55, -0.21, 0.02], [-0.40, 0.28, 0.30], [0.07, -0.15, -0.11], [0.13, 0.10, 0.02], [0.11, 0.43, -0.03], [-0.38, -0.22, -0.08], [-0.32, 0.13, 0.14], [0.19, -0.05, 0.28], [-0.06, 0.03, 0.05], [0.02, 0.20, -0.24], [0.14, 0.13, 0.05], [-0.07, -0.11, -0.16], [-0.07, -0.11, -0.02], [0.03, -0.20, -0.06], [-0.14, 0.05, 0.14], [0.06, 0.14, 0.05], [0.10, 0.04, 0.04], [0.11, 0.11, -0.48], [0.09, -0.06, -0.30], [0.04, 0.05, -0.10], [-0.01, 0.03, -0.01], [-0.06, -0.03, -0.01], [-0.06, 0.02, -0.06], [-0.02, -0.21, -0.01], [-0.02, 0.20, 0.13], [0.09, 0.05, -0.11], [0.11, 0.02, 0.08], [0.12, 0.12, -0.09], [0.02, 0.20, -0.12], [0.00, 0.12, -0.18], [-0.05, -0.01, 0.01], [-0.02, 0.02, -0.10], [0.14, 0.08, -0.05], [0.06, 0.01, 0.02], [0.10, -0.03, -0.10], [-0.01, -0.16, 0.03], [-0.06, 0.03, 0.00], [-0.01, 0.06, 0.05], [-0.04, -0.01, 0.05], [0.00, -0.11, 0.05], [-0.02, -0.06, -0.02], [0.01, -0.04, -0.03], [0.04, -0.12, 0.01], [0.01, -0.06, -0.03], [-0.08, 0.00, -0.06], [0.05, -0.04, -0.04], [0.00, 0.00, -0.06], [-0.11, 0.02, 0.06], [0.01, 0.06, 0.01], [-0.01, 0.03, 0.02], [0.02, 0.03, 0.01], [-0.20, -0.06, 0.26], [0.08, 0.00, 0.26], [0.09, -0.05, -0.03], [-0.07, 0.04, 0.00], [-0.04, 0.05, -0.10], [-0.01, -0.02, -0.03], [-0.02, -0.01, -0.09], [-0.01, 0.01, -0.02], [-0.06, 0.02, -0.01], [0.03, -0.01, 0.01], [0.01, -0.03, 0.04], [0.15, 0.13, 0.06], [-0.02, -0.01, 0.07], [0.04, -0.01, -0.07], [-0.01, -0.13, -0.07], [-0.03, 0.00, 0.00], [-0.06, -0.05, -0.02], [0.00, -0.02, 0.00], [-0.01, 0.00, -0.04], [0.02, 0.00, 0.03], [-0.01, 0.07, 0.04]],
  "mulliken_charge": [-0.288, -0.856, -0.291, -0.432, -0.324, 0.051, -0.131, -0.969, -1.092, 0.513, -0.692, -0.595, 0.264, -1.186, -0.565, -0.397, 0.648, -0.415, -0.001, -1.830, 0.309, 0.541, -1.176, -0.776, -0.690, -0.090, -0.116, -0.456, -0.369, 0.351, 0.329, 0.366, 0.386, 0.177, 0.434, 0.500, 0.253, 0.650, 0.564, 0.613, 0.409, 0.511, 0.442, 0.600, 0.699, 0.328, -0.521, 0.476, 0.371, 0.327, 0.280, 0.705, -0.487, 0.382, 0.611, 0.135, 0.767, 0.484, 0.420, 0.420, 0.383, -0.002, -0.371, -0.552, -0.541, -0.003, 0.256, 0.238, 0.290, 0.334, 0.351, -0.345, -0.340, -0.465, -0.509, 0.345, 0.264, 0.103, 0.374, 0.291, 0.330]
}